Here is a cluster of 8 separate species, C36H74N6O10 in total at a distorted geometry from OMol25. Energies are from ωB97M-V/def2-TZVPD.

Calculated values
Energy relative to the best compared isomer or geometry (same formula, charge and spin) = 0.000 eV
Frontier orbital gap = 6.75 eV
Structure (SMILES) = O=C1C=CC(=O)C=C1.O=C1C=CC(=O)C=C1.COC[C@H](C)N.COC[C@H](C)N.COC[C@H](C)N.COC[C@H](C)N.COC[C@H](C)N.COC[C@H](C)N

XYZ file:
```
126
Properties=species:S:1:pos:R:3:forces:R:3:lowdin_charge:R:1
C -4.5879 -3.2496 -2.9567 -0.192 -0.879 1.231 0.015
C -5.3049 -4.1975 -2.3366 0.518 0.115 0.068 0.006
C -6.3732 -3.9195 -1.3281 -0.746 -1.923 -0.132 -0.341
O -7.0022 -4.8718 -0.8115 1.414 3.060 -0.976 0.088
C -6.5701 -2.4511 -1.0904 0.790 1.345 -0.285 0.038
C -5.8061 -1.4853 -1.6971 -0.644 -0.911 1.172 0.030
C -4.7874 -1.8065 -2.6852 0.597 -1.132 -2.452 -0.384
O -4.2035 -1.0319 -3.4382 -0.525 0.321 1.366 0.086
H -3.7637 -3.5774 -3.5728 0.002 0.392 -0.344 0.120
H -5.0193 -5.2242 -2.5114 -0.397 -0.248 0.072 0.116
H -7.3052 -2.1220 -0.3708 -0.166 -0.237 0.100 0.102
H -5.8267 -0.4300 -1.4683 -0.602 0.095 0.219 0.119
C 1.5025 0.3628 -0.3744 0.081 -0.881 0.609 0.044
C 0.3749 0.0202 0.3083 2.245 0.285 0.712 0.037
C -0.8843 -0.3642 -0.2880 -1.758 0.479 -0.425 -0.380
O -1.9470 -0.5655 0.3138 1.720 0.029 -0.413 0.081
C -0.8418 -0.3626 -1.7455 1.605 -0.037 -1.654 0.037
C 0.2961 -0.0676 -2.4581 -1.587 -0.505 0.543 0.059
C 1.6072 0.3097 -1.8512 -0.347 0.793 -1.870 -0.314
O 2.5552 0.6107 -2.6127 -1.967 -0.963 2.585 0.071
H 2.4343 0.4799 0.1590 0.004 0.434 0.239 0.097
H 0.4477 -0.0506 1.3835 -0.091 0.204 0.241 0.120
H -1.7672 -0.6407 -2.2278 -0.073 0.138 -0.269 0.093
H 0.2784 -0.0388 -3.5376 -0.046 -0.020 -0.146 0.087
C -3.1198 1.2362 2.8990 0.586 -1.567 0.019 -0.080
C -4.5187 1.5026 3.3387 -0.779 1.953 1.055 -0.404
C -5.5797 0.6087 2.6183 -0.764 0.738 1.162 -0.152
O -6.9735 0.9592 2.9224 1.276 -0.315 -0.394 -0.220
C -7.9165 0.2749 2.0576 0.637 1.008 1.185 -0.083
N -4.6152 1.4810 4.8612 -1.010 -1.338 -1.524 0.042
H -2.4200 1.4293 3.7120 -0.128 0.165 -0.122 0.059
H -2.8118 1.7708 2.0004 -0.116 -0.073 0.014 0.082
H -3.0603 0.1617 2.7259 0.523 -0.134 -0.290 0.064
H -4.6567 2.5405 3.0355 -0.813 0.187 -0.210 0.124
H -5.4796 -0.4221 2.9580 0.458 -0.251 -0.300 0.124
H -5.4801 0.7317 1.5399 0.501 -0.241 -0.074 0.119
H -8.6033 -0.2179 2.7457 -0.320 -0.014 -0.401 0.087
H -7.4680 -0.4661 1.3959 0.222 0.030 0.050 0.057
H -8.3714 1.0837 1.4857 -0.429 -0.398 -0.213 0.086
H -4.3153 2.3147 5.3462 0.398 0.326 -0.584 0.061
H -5.6175 1.4696 4.9851 -0.310 -0.152 0.586 0.047
C 0.4992 1.8517 -7.7353 0.359 0.279 -1.290 -0.051
C 1.3243 0.6406 -7.2595 0.444 -0.031 2.437 -0.435
C 0.4579 -0.3735 -6.4841 -0.702 1.074 -0.229 -0.151
O -0.3955 0.3837 -5.5716 1.936 -0.290 -1.003 -0.228
C -1.6273 -0.1421 -5.2474 -0.804 -0.594 -0.092 -0.150
N 2.0545 -0.0183 -8.3132 -1.080 0.310 -2.191 0.031
H -0.1504 2.4613 -7.1071 0.299 -0.834 0.893 0.077
H -0.1550 1.5792 -8.5635 -0.032 -0.386 -0.186 0.078
H 1.1580 2.6119 -8.1550 0.400 -0.098 -0.160 0.071
H 2.0775 0.9508 -6.5352 -0.164 0.697 0.385 0.127
H 1.0937 -1.0890 -5.9625 -0.030 -0.035 0.275 0.120
H -0.0970 -0.9122 -7.2521 -0.564 -0.129 0.171 0.116
H -2.2336 0.6772 -4.8611 -0.086 -0.155 0.061 0.100
H -1.5822 -0.9460 -4.5126 0.112 -0.071 0.348 0.064
H -2.1231 -0.5945 -6.1062 -0.183 0.153 -0.294 0.091
H 2.0901 0.6110 -9.1024 0.210 -0.316 -0.192 0.062
H 2.9154 -0.5438 -8.2603 -0.187 0.396 0.976 0.078
C 6.5463 -1.8937 4.1322 -0.567 -1.165 0.239 -0.079
C 7.0643 -1.5739 2.7354 -1.001 0.616 2.302 -0.422
C 6.2804 -0.3764 2.1838 0.284 0.931 -0.250 -0.223
O 4.8730 -0.3861 1.9383 1.343 -1.169 -0.809 -0.184
C 4.6074 -1.2544 0.8378 -1.671 -0.781 0.388 -0.103
N 8.4437 -1.1036 2.9857 0.051 0.003 -1.421 0.037
H 7.0359 -2.7526 4.5911 0.465 -0.020 -0.256 0.074
H 5.5139 -2.2369 4.0649 -0.331 0.486 0.160 0.077
H 6.6715 -1.0880 4.8557 -0.234 0.276 -0.267 0.082
H 6.9039 -2.4803 2.1516 0.864 0.149 -0.362 0.133
H 6.8442 -0.1061 1.2910 -0.259 0.306 -0.588 0.121
H 6.4272 0.4482 2.8813 -0.030 0.024 0.198 0.124
H 4.5155 -0.8123 -0.1543 0.666 0.597 0.041 0.084
H 3.6106 -1.6570 1.0181 -0.246 -0.006 0.092 0.085
H 5.2149 -2.1584 0.7946 0.486 0.292 0.065 0.085
H 8.3457 -0.1409 3.2748 -0.290 0.253 1.204 0.061
H 8.8654 -0.8349 2.1082 0.518 -0.819 -0.836 0.064
C -2.3433 -6.2924 -0.0978 -1.774 0.126 -1.513 -0.095
C -1.5443 -5.6133 0.9586 0.728 -1.494 1.158 -0.390
C -2.3640 -5.0744 2.2011 0.326 -0.976 -1.827 -0.176
O -3.6198 -4.5527 1.7709 0.654 1.241 -0.271 -0.185
C -3.5751 -3.2113 1.2133 -0.267 -0.751 -0.170 -0.074
N -0.5038 -6.6050 1.4813 -0.613 1.376 0.470 0.023
H -1.7769 -6.8233 -0.8628 0.603 0.333 0.087 0.077
H -2.9174 -5.5238 -0.6153 -0.099 0.128 -0.341 0.055
H -3.1261 -7.0160 0.1296 0.098 -0.081 1.031 0.086
H -1.1429 -4.7214 0.4775 0.855 -0.211 0.172 0.121
H -1.6819 -4.3843 2.6978 -0.398 0.335 0.303 0.120
H -2.5846 -5.9230 2.8486 -0.065 0.122 0.117 0.119
H -4.4590 -3.0724 0.5909 -0.600 -0.061 0.743 0.064
H -2.8468 -2.9929 0.4323 0.946 -0.537 0.345 0.065
H -3.4840 -2.4621 1.9997 -0.110 0.028 -0.038 0.083
H -1.0060 -7.4538 1.6993 -0.192 -0.069 0.202 0.056
H 0.2171 -6.9068 0.8416 -0.084 0.526 -0.462 0.054
C -0.4117 3.9223 2.8210 0.437 -0.110 0.588 -0.058
C -0.3213 3.4206 4.2899 1.732 -0.060 -0.800 -0.403
C 1.1114 2.8454 4.6313 -1.007 -1.665 -0.748 -0.161
O 1.3361 1.7236 3.7108 1.036 1.088 -0.604 -0.207
C 2.7381 1.5224 3.4014 0.033 0.393 1.278 -0.091
N -0.6325 4.5220 5.1747 0.096 0.755 0.680 0.028
H -1.4130 4.2850 2.5887 0.008 -0.015 0.136 0.076
H -0.1335 3.1541 2.0995 -0.111 -0.193 0.183 0.064
H 0.2965 4.7379 2.6757 -0.058 0.246 0.045 0.060
H -1.0503 2.6124 4.3482 0.164 0.070 0.582 0.102
H 1.1577 2.4534 5.6474 -0.689 -0.459 0.313 0.111
H 1.9463 3.5382 4.7359 -0.004 0.637 -1.231 0.115
H 3.1860 1.3607 4.3819 0.585 -0.512 -0.087 0.086
H 3.2989 2.3563 2.9794 -0.632 0.808 -0.050 0.067
H 3.0175 0.7348 2.7016 -0.998 -0.485 0.354 0.057
H -0.4105 4.3488 6.1446 -0.699 -1.121 0.521 0.066
H 0.1008 5.2114 5.0916 0.061 0.676 -1.085 0.065
C 3.5097 3.6947 -3.4571 -0.408 1.320 1.187 -0.046
C 4.5779 3.7930 -2.3437 1.071 -1.371 0.759 -0.428
C 4.2471 4.6107 -1.0956 -1.621 0.378 -0.405 -0.177
O 3.1246 4.0271 -0.3202 0.879 0.864 -0.306 -0.203
C 2.9020 4.5631 1.0294 1.098 0.759 -2.315 -0.072
N 4.8820 2.3960 -2.0340 -0.604 -0.458 -0.505 0.032
H 3.9095 3.3539 -4.4121 -0.133 -0.242 0.316 0.084
H 2.9776 4.6369 -3.5881 0.458 0.478 -0.320 0.073
H 2.6807 3.1145 -3.0519 0.225 -0.698 -0.385 0.062
H 5.5170 4.2185 -2.6975 -0.079 0.470 -0.375 0.127
H 4.0497 5.5469 -1.6177 -1.179 0.776 0.631 0.107
H 5.1099 4.9162 -0.5037 0.213 -0.926 0.496 0.115
H 3.8380 4.4119 1.5671 -0.406 -0.553 0.733 0.080
H 1.9452 4.2013 1.4058 0.596 -0.518 0.118 0.058
H 2.8214 5.6481 0.9635 -0.233 0.274 -0.073 0.079
H 3.9434 2.0286 -1.9690 0.268 -1.003 0.206 0.008
H 5.3380 2.1918 -1.1562 0.150 0.539 0.197 0.065
```
Positions in Å, forces in eV/Å.